Entry from OMol25: the molecule C4H7ClO (ωB97M-V/def2-TZVPD).

The geometry in XYZ format:
```
13
C4H7ClO | OMol25 | ωB97M-V/def2-TZVPD
O 2.272 -0.082 0.121
C 1.126 0.702 -0.121
C -0.102 -0.164 -0.388
Cl 0.021 -1.115 -1.852
C -0.806 -0.771 0.821
C -1.466 0.349 0.030
H 2.332 -0.677 -0.615
H 1.229 1.281 -1.055
H 0.938 1.337 0.760
H -0.478 -0.556 1.831
H -1.266 -1.752 0.682
H -2.301 0.069 -0.583
H -1.499 1.380 0.370
```

Highest occupied orbital energy   -10.182 eV
LUMO energy   0.9 eV
Total charge   0
Frontier orbital gap   11.1 eV
Structure (SMILES)   OCC1(Cl)CC1